{
  "formula": "C5H15NO2",
  "method": "the ωB97M-V functional and the def2-TZVPD basis",
  "elements": ["C", "C", "C", "C", "C", "N", "H", "H", "H", "H", "H", "H", "H", "H", "H", "H", "H", "O", "H", "H", "O", "H", "H"],
  "positions_angstrom": [[-1.414, -1.339, 2.124], [-1.126, -0.147, 1.242], [0.008, 0.016, 0.579], [0.256, 1.311, -0.161], [-0.052, 1.273, -1.650], [0.635, 0.114, -2.271], [-0.449, -1.742, 2.485], [-1.895, -2.156, 1.575], [-1.956, -1.058, 3.031], [-2.036, 0.450, 1.244], [0.794, -0.680, 0.347], [-0.239, 2.210, 0.229], [1.311, 1.659, -0.080], [0.182, 2.230, -2.155], [-1.127, 1.121, -1.794], [0.109, -0.229, -3.063], [1.516, 0.413, -2.679], [2.472, 1.039, 2.567], [2.924, 0.378, 2.009], [1.936, 1.447, 1.863], [-0.951, -2.015, -2.035], [-0.181, -2.542, -2.273], [-0.716, -1.754, -1.135]],
  "smiles": "C/C=C/CCN.O.O",
  "energy_ha": -404.6863,
  "de_lowest_kcal_mol": 43.1,
  "orbital_gap_ev": 10.1,
  "lumo_energy_ev": 0.8,
  "homo_energy_ha": -0.3413
}


{
  "formula": "C5H15NO2",
  "method": "the ωB97M-V functional and the def2-TZVPD basis",
  "elements": ["C", "N", "C", "C", "C", "C", "O", "H", "H", "H", "H", "H", "H", "H", "H", "H", "H", "H", "H", "H", "O", "H", "H"],
  "positions_angstrom": [[1.483, 1.754, -0.068], [0.462, 0.855, 0.461], [-0.118, -0.082, -0.558], [-1.584, 0.188, -0.958], [0.022, -1.497, -0.014], [1.385, -2.102, -0.314], [1.664, -2.066, -1.740], [1.528, 2.739, 0.443], [2.408, 1.211, 0.124], [1.343, 1.990, -1.126], [-0.312, 1.242, 0.982], [0.455, 0.169, -1.433], [-2.029, -0.692, -1.444], [-1.565, 1.037, -1.669], [-2.267, 0.572, -0.191], [-0.133, -1.529, 1.067], [-0.785, -2.150, -0.380], [2.174, -1.395, -0.013], [1.496, -3.111, 0.024], [0.870, -2.054, -2.292], [-1.959, 1.380, 2.812], [-1.676, 2.216, 3.175], [-2.863, 1.326, 3.110]],
  "smiles": "CN[C@H](C)CCO.O",
  "energy_ha": -404.6915,
  "de_lowest_kcal_mol": 39.9,
  "orbital_gap_ev": 8.9,
  "lumo_energy_ev": 0.6,
  "homo_energy_ha": -0.3055
}


{
  "formula": "C5H15NO2",
  "method": "the ωB97M-V functional and the def2-TZVPD basis",
  "elements": ["C", "C", "C", "C", "N", "C", "H", "H", "H", "H", "H", "H", "H", "H", "H", "H", "H", "O", "H", "H", "O", "H", "H"],
  "positions_angstrom": [[2.512, -1.852, -0.705], [1.812, -0.545, -0.914], [0.506, -0.371, -0.945], [-0.134, 0.971, -1.130], [-1.406, 1.076, -0.391], [-1.840, 2.460, -0.256], [3.320, -1.980, -1.419], [2.913, -1.902, 0.311], [1.857, -2.718, -0.841], [2.477, 0.316, -0.892], [-0.175, -1.205, -0.825], [0.503, 1.769, -0.740], [-0.306, 1.221, -2.184], [-2.108, 0.567, -0.916], [-1.190, 3.000, 0.431], [-1.867, 3.043, -1.189], [-2.842, 2.475, 0.160], [-0.479, 0.109, 2.066], [-0.880, 0.459, 1.236], [-0.216, 0.873, 2.596], [-1.159, -2.726, 2.063], [-0.390, -3.243, 2.309], [-0.909, -1.796, 2.175]],
  "smiles": "C/C=C/CNC.O.O",
  "energy_ha": -404.7138,
  "de_lowest_kcal_mol": 25.9,
  "orbital_gap_ev": 10.1,
  "lumo_energy_ev": 0.8,
  "homo_energy_ha": -0.3422
}


{
  "formula": "C5H15NO2",
  "method": "the ωB97M-V functional and the def2-TZVPD basis",
  "elements": ["C", "C", "N", "C", "C", "C", "O", "H", "H", "H", "H", "H", "H", "H", "H", "H", "H", "H", "H", "H", "O", "H", "H"],
  "positions_angstrom": [[-0.122, -0.132, 3.028], [0.006, -0.541, 1.584], [1.116, -1.556, 1.485], [0.341, 0.708, 0.698], [-0.355, 0.699, -0.641], [-0.268, -0.614, -1.488], [0.982, -0.640, -2.157], [0.774, 0.366, 3.382], [-0.994, 0.508, 3.169], [-0.243, -0.988, 3.711], [-0.821, -1.116, 1.139], [1.768, -1.471, 2.250], [1.522, -1.465, 0.566], [1.407, 0.492, 0.520], [0.377, 1.652, 1.246], [-1.404, 1.012, -0.548], [-0.028, 1.480, -1.331], [-1.175, -0.633, -2.085], [-0.313, -1.424, -0.769], [1.249, 0.257, -2.304], [-1.176, 1.180, -3.440], [-1.034, 0.415, -3.999], [-1.610, 1.810, -4.017]],
  "smiles": "C[C@H](N)CCCO.O",
  "energy_ha": -404.7011,
  "de_lowest_kcal_mol": 33.9,
  "orbital_gap_ev": 9.4,
  "lumo_energy_ev": 0.6,
  "homo_energy_ha": -0.3249
}


{
  "formula": "C5H15NO3Si2",
  "method": "the ωB97M-V functional and the def2-TZVPD basis",
  "elements": ["C", "N", "C", "C", "C", "C", "O", "O", "Si", "O", "Si", "H", "H", "H", "H", "H", "H", "H", "H", "H", "H", "H", "H", "H", "H", "H"],
  "positions_angstrom": [[-2.536, 0.380, 0.882], [-2.054, 0.264, -0.450], [-1.945, -1.171, -0.910], [-2.884, 0.981, -1.343], [-0.676, 0.839, -0.575], [0.400, 0.172, 0.047], [0.377, -0.819, 0.818], [1.561, 0.813, -0.261], [2.954, 0.062, -0.589], [3.941, -0.293, 0.583], [4.483, -0.754, 2.092], [-2.586, 1.425, 1.195], [-3.603, -0.013, 0.811], [-2.031, -0.018, 1.731], [-1.283, -1.475, -0.052], [-2.990, -1.470, -0.858], [-1.519, -1.233, -1.933], [-2.791, 2.131, -1.320], [-2.826, 0.646, -2.400], [-3.958, 0.745, -1.121], [-0.625, 1.876, -0.897], [3.763, 0.904, -1.415], [2.737, -1.291, -1.403], [4.546, 0.303, 3.037], [5.848, -1.176, 1.695], [3.696, -1.826, 2.635]],
  "smiles": "C[N+](C)(C)/C=C(\\[O-])O[SiH2]O[SiH3]",
  "energy_ha": -1058.9683,
  "de_lowest_kcal_mol": 12.9,
  "orbital_gap_ev": 7.9,
  "lumo_energy_ev": 0.5,
  "homo_energy_ha": -0.2747
}


{
  "formula": "C5H15NOS",
  "method": "the ωB97M-V functional and the def2-TZVPD basis",
  "elements": ["C", "C", "N", "C", "C", "C", "S", "H", "H", "H", "H", "H", "H", "H", "H", "H", "H", "H", "H", "H", "O", "H", "H"],
  "positions_angstrom": [[1.931, -0.183, 0.682], [2.077, 0.262, -0.765], [0.751, 0.037, -1.463], [-0.378, 0.595, -0.741], [-0.533, 2.138, -0.810], [-1.673, -0.177, -1.235], [-2.881, -0.652, 0.047], [2.838, 0.129, 1.185], [1.136, 0.217, 1.346], [1.939, -1.263, 0.750], [2.898, -0.178, -1.272], [2.425, 1.299, -0.815], [0.802, 0.155, -2.452], [-0.242, 0.357, 0.322], [0.495, 2.487, -0.828], [-1.048, 2.505, -1.748], [-1.096, 2.354, 0.040], [-2.141, 0.160, -2.123], [-1.122, -1.157, -1.450], [-3.070, 0.128, 1.093], [-1.075, -3.337, 3.711], [-0.524, -3.354, 2.915], [-1.512, -2.521, 3.613]],
  "smiles": "CCN[C@@H](C)CS.O",
  "energy_ha": -727.6157,
  "de_lowest_kcal_mol": 44.0,
  "orbital_gap_ev": 9.3,
  "lumo_energy_ev": 0.6,
  "homo_energy_ha": -0.3205
}


{
  "formula": "C5H15NOS",
  "method": "the ωB97M-V functional and the def2-TZVPD basis",
  "elements": ["C", "S", "C", "C", "C", "C", "N", "H", "H", "H", "H", "H", "H", "H", "H", "H", "H", "H", "H", "H", "O", "H", "H"],
  "positions_angstrom": [[1.071, 1.528, -1.638], [2.096, 1.569, -0.067], [0.708, 1.758, 1.109], [0.043, 0.426, 1.433], [-0.147, -0.760, 0.484], [-0.559, -1.852, 1.540], [-1.188, -0.762, -0.485], [1.720, 2.345, -2.228], [1.048, 0.756, -2.303], [0.083, 1.858, -1.336], [-0.093, 2.533, 1.045], [1.150, 2.024, 2.143], [0.594, -0.077, 2.289], [-1.035, 0.613, 1.832], [0.779, -0.968, -0.014], [-0.233, -1.803, 2.554], [-1.590, -2.020, 1.463], [-0.147, -2.860, 1.425], [-1.742, 0.063, -0.439], [-1.850, -1.519, -0.356], [0.147, -0.718, -2.801], [-0.564, -1.141, -2.124], [-0.289, -0.992, -3.526]],
  "smiles": "CSCC[C@@H](C)N.O",
  "energy_ha": -727.5799,
  "de_lowest_kcal_mol": 66.4,
  "orbital_gap_ev": 8.9,
  "lumo_energy_ev": 0.8,
  "homo_energy_ha": -0.3000
}


{
  "formula": "C5H15NOS",
  "method": "the ωB97M-V functional and the def2-TZVPD basis",
  "elements": ["C", "C", "C", "S", "C", "N", "C", "H", "H", "H", "H", "H", "H", "H", "H", "H", "H", "H", "H", "H", "H", "H", "O"],
  "positions_angstrom": [[0.014, -0.888, 1.508], [1.237, -0.875, 0.554], [1.757, 0.386, -0.105], [2.960, 1.268, 1.052], [-1.012, 0.288, 1.268], [-2.079, -0.217, 0.307], [-1.595, -0.528, -1.011], [-0.527, -1.808, 1.148], [0.211, -1.020, 2.521], [2.049, -1.468, 0.898], [0.760, -1.328, -0.353], [0.838, 1.040, -0.302], [2.444, 0.210, -0.973], [2.421, 1.548, 2.243], [-0.637, 1.211, 0.747], [-1.443, 0.566, 2.272], [-2.872, -0.735, 0.690], [-0.472, -0.453, -1.175], [-1.917, -1.579, -1.329], [-1.766, 0.240, -1.741], [-0.659, 1.365, -3.203], [0.113, 1.731, -2.171], [0.175, 1.045, -2.842]],
  "spin_multiplicity": 2,
  "total_charge": 1,
  "energy_ha": -727.2911,
  "de_lowest_kcal_mol": 46.4,
  "orbital_gap_ev": [8.9, 4.4],
  "lumo_energy_ev": [-3.3, -7.7],
  "homo_energy_ha": [-0.4465, -0.4463]
}


{
  "formula": "C5H15NP",
  "method": "the ωB97M-V functional and the def2-TZVPD basis",
  "elements": ["C", "C", "C", "C", "C", "N", "P", "H", "H", "H", "H", "H", "H", "H", "H", "H", "H", "H", "H", "H", "H", "H"],
  "positions_angstrom": [[-1.034, 0.800, 1.121], [0.295, -1.375, 1.396], [1.469, 2.145, 0.419], [-0.132, -0.309, -1.654], [0.255, 0.056, 0.932], [1.364, 0.690, 0.639], [-1.235, -1.563, -2.233], [-1.052, 0.905, 2.197], [-1.880, 0.152, 0.882], [-1.051, 1.762, 0.616], [-0.309, -2.014, 0.680], [-0.032, -1.269, 2.441], [1.410, -1.642, 1.330], [1.417, 2.850, 1.222], [2.427, 2.140, -0.052], [0.657, 2.430, -0.184], [0.801, -0.413, -2.146], [-0.752, 0.680, -1.683], [-2.402, -1.124, -1.434], [2.222, 0.134, 0.397], [-0.675, -2.723, -1.580], [-1.764, -2.309, -3.305]],
  "total_charge": 1,
  "energy_ha": -595.2321,
  "de_lowest_kcal_mol": 69.7,
  "orbital_gap_ev": 8.4,
  "lumo_energy_ev": -3.4,
  "homo_energy_ha": -0.4344
}


{
  "formula": "C5H15NP2",
  "method": "the ωB97M-V functional and the def2-TZVPD basis",
  "elements": ["C", "C", "C", "C", "C", "N", "P", "P", "H", "H", "H", "H", "H", "H", "H", "H", "H", "H", "H", "H", "H", "H", "H"],
  "positions_angstrom": [[2.401, 1.036, -1.055], [2.865, -1.136, 0.691], [-1.894, -1.084, 1.355], [-2.098, -0.930, -1.406], [-1.403, 1.471, 0.368], [0.581, -0.605, -0.326], [1.675, 0.241, 0.484], [-1.072, -0.208, -0.024], [3.475, 1.201, -1.041], [1.988, 2.119, -0.937], [1.987, 0.551, -1.953], [3.878, -0.884, 0.764], [2.596, -1.787, -0.100], [2.641, -1.743, 1.677], [-1.297, -1.037, 2.267], [-2.985, -0.774, 1.456], [-1.821, -2.225, 1.263], [-1.440, -1.112, -2.244], [-2.573, -1.910, -0.979], [-2.941, -0.311, -1.747], [-0.779, 1.550, 1.199], [-0.837, 2.075, -0.340], [-2.377, 1.702, 0.588]],
  "energy_ha": -936.9158,
  "de_lowest_kcal_mol": 0.0,
  "orbital_gap_ev": 7.9,
  "lumo_energy_ev": 0.7,
  "homo_energy_ha": -0.2663
}


{
  "formula": "C5H15NSi",
  "method": "the ωB97M-V functional and the def2-TZVPD basis",
  "elements": ["C", "C", "C", "C", "C", "N", "Si", "H", "H", "H", "H", "H", "H", "H", "H", "H", "H", "H", "H", "H", "H", "H"],
  "positions_angstrom": [[2.452, -0.891, -0.955], [1.594, 0.679, 1.018], [-1.557, 1.674, 0.354], [-2.587, -1.282, 0.131], [1.275, 0.003, -0.402], [0.124, -0.791, -0.233], [-1.419, 0.000, -0.591], [2.649, -1.036, -2.031], [3.380, -0.317, -0.710], [2.339, -1.854, -0.569], [2.190, -0.094, 1.558], [0.690, 1.026, 1.581], [2.248, 1.482, 1.030], [-0.915, 2.515, 0.031], [-2.574, 1.962, 0.232], [-1.185, 1.660, 1.333], [-1.945, -2.120, 0.255], [-2.826, -0.766, 1.084], [-3.455, -1.425, -0.536], [1.049, 0.819, -1.233], [0.120, -1.456, 0.609], [-1.648, 0.215, -1.956]],
  "spin_multiplicity": 3,
  "energy_ha": -543.5208,
  "de_lowest_kcal_mol": 34.4,
  "orbital_gap_ev": [3.5, 7.9],
  "lumo_energy_ev": [0.8, -3.0],
  "homo_energy_ha": [-0.0996, -0.4002]
}


{
  "formula": "C5H16AgF6N7O9S2",
  "method": "the ωB97M-V functional and the def2-TZVPD basis",
  "elements": ["Ag", "C", "F", "F", "F", "S", "O", "O", "N", "S", "O", "O", "C", "F", "F", "F", "O", "H", "H", "O", "H", "H", "C", "O", "N", "N", "H", "H", "H", "H", "C", "O", "N", "N", "H", "H", "H", "H", "C", "O", "N", "N", "H", "H", "H", "H"],
  "positions_angstrom": [[3.171, -13.195, -20.568], [0.953, -16.035, -18.783], [0.531, -15.141, -19.672], [0.069, -16.131, -17.819], [1.126, -17.204, -19.386], [2.645, -15.530, -18.081], [2.694, -15.862, -16.708], [3.620, -16.126, -18.945], [2.681, -13.870, -18.578], [2.087, -12.979, -17.401], [1.568, -11.732, -17.908], [1.166, -13.664, -16.553], [3.566, -12.483, -16.395], [3.140, -11.597, -15.501], [4.148, -13.496, -15.790], [4.451, -11.897, -17.219], [3.035, -10.926, -20.058], [2.599, -10.132, -20.383], [3.348, -10.697, -19.174], [3.978, -12.444, -22.593], [4.859, -12.596, -22.953], [3.662, -11.630, -22.998], [0.141, -12.193, -21.865], [1.255, -12.712, -21.702], [-0.526, -11.664, -20.817], [-0.464, -12.138, -23.074], [-1.411, -11.208, -20.954], [-0.130, -11.606, -19.892], [-0.042, -12.551, -23.887], [-1.228, -11.511, -23.256], [1.987, -16.073, -22.173], [2.801, -15.335, -21.621], [2.146, -17.425, -22.187], [0.897, -15.607, -22.856], [1.510, -18.051, -22.644], [2.939, -17.801, -21.703], [0.171, -16.271, -23.060], [0.664, -14.653, -22.640], [6.020, -14.612, -20.554], [5.253, -13.678, -20.246], [7.368, -14.400, -20.545], [5.597, -15.767, -21.096], [7.999, -15.172, -20.641], [7.676, -13.448, -20.487], [6.232, -16.516, -21.308], [4.606, -15.969, -21.070]],
  "spin_multiplicity": 2,
  "total_charge": 1,
  "energy_ha": -2802.9706,
  "de_lowest_kcal_mol": 0.0,
  "orbital_gap_ev": [10.6, 7.3],
  "lumo_energy_ev": [-2.6, -5.9],
  "homo_energy_ha": [-0.4844, -0.4857]
}


Q: Which formula does entry 12 have?
A: C5H16AgF6N7O9S2